Version one
C5H15NO2 | ωB97M-V with the def2-TZVPD basis set

XYZ file:
```
23
C5H15NO2 (ωB97M-V with the def2-TZVPD basis set)
C -0.81026 -0.31254 -1.18705
C -1.77682 0.82367 -1.46891
O -1.11884 2.12323 -1.41020
C 0.05565 -0.06792 0.03978
N 1.09428 -1.10964 0.10707
C 0.56452 -2.25329 0.83405
C 2.26049 -0.59805 0.83983
H -0.25259 -0.44798 -2.10505
H -1.41990 -1.21911 -1.13061
H -2.63800 0.93644 -0.82412
H -2.28526 0.78056 -2.43395
H -0.96499 2.43363 -2.30849
H 0.55095 0.88209 -0.11109
H -0.61256 -0.08766 0.90813
H -0.26606 -2.70592 0.30399
H 1.34291 -2.98901 1.04908
H 0.26679 -2.02562 1.88304
H 2.85652 0.03931 0.19249
H 1.92474 -0.06315 1.72812
H 2.86007 -1.44713 1.16340
H -0.65376 2.75807 0.59058
H -0.24775 1.87678 1.78419
O -0.73012 2.67324 1.55573
```

Properties
Molar mass = 121.18 Da
SMILES string = CN(C)CCCO.O
Gap between HOMO and LUMO = 9.653 eV
Total charge = 0
Lowest unoccupied orbital energy = 0.8 eV

=====

Version two
C5H15NO2 | ωB97M-V with the def2-TZVPD basis set

XYZ file:
```
23
C5H15NO2 (ωB97M-V with the def2-TZVPD basis set)
C -0.42932 -0.79195 0.02175
N -0.72691 0.64685 -0.14488
C -1.13149 1.03502 -1.47716
C 0.33146 1.43058 0.49585
C 1.45925 0.46586 0.86860
C 0.73591 -0.87752 1.02804
H -1.35376 -1.28613 0.29078
H -0.03021 -1.17750 -0.91066
H -1.32388 0.18022 -2.11325
H -2.09957 1.56154 -1.46847
H -0.44110 1.70294 -2.00017
H 0.67770 2.20133 -0.20029
H -0.08061 1.99212 1.33511
H 2.15016 0.43968 0.03255
H 1.92738 0.80741 1.79282
H 0.30194 -0.90207 2.03233
H 1.35184 -1.73812 0.80303
H -3.27289 -1.33226 2.12041
H -1.60126 -1.57027 2.08162
O -2.49925 -1.88887 2.10448
H 1.54388 0.09216 -1.72726
H 2.61894 -0.79415 -2.37855
O 1.89182 -0.19687 -2.58669
```

Properties
Molar mass = 121.18 Da
SMILES string = CN1CCCC1.O.O
Gap between HOMO and LUMO = 9.017 eV
Total charge = 0
Lowest unoccupied orbital energy = 0.7 eV

=====

Version three
C5H15NO2 | ωB97M-V with the def2-TZVPD basis set

XYZ file:
```
23
C5H15NO2 (ωB97M-V with the def2-TZVPD basis set)
C 0.23268 -1.23063 0.80919
C -0.70122 -0.58670 1.87762
C -0.24955 0.92726 2.03332
C -0.21371 1.64145 0.70572
C -0.52455 1.32611 -0.55153
N -0.06315 2.16588 -1.67488
H 0.18671 -2.31775 0.87965
H 1.22832 -0.95625 0.74810
H -0.32151 -0.99569 -0.04721
H -1.79758 -0.46026 1.44889
H -0.90433 -0.97769 2.90321
H -1.01811 1.50862 2.57832
H 0.63639 1.10479 2.58304
H 0.20676 2.71197 0.71978
H -0.98481 0.41813 -1.02206
H -0.52086 3.08403 -1.51661
H -0.39425 1.81565 -2.61618
H 0.67335 -2.88692 -1.45102
H 0.14743 -2.03672 -2.30369
O -0.22666 -2.83191 -1.84300
H 2.11476 -0.61622 -0.97473
H 0.93624 -0.04826 -1.64846
O 1.55765 -0.75892 -1.63747
```

Properties
Molar mass = 121.18 Da
SMILES string = CCC/C=C/N.O.O
Gap between HOMO and LUMO = 9.523 eV
Total charge = 0
Lowest unoccupied orbital energy = 0.7 eV

=====

Version four
C5H15NO2 | ωB97M-V with the def2-TZVPD basis set

XYZ file:
```
23
C5H15NO2 (ωB97M-V with the def2-TZVPD basis set)
C 1.32172 1.08517 0.53099
N -0.06630 1.02157 0.27781
C 0.49131 -0.06040 -2.32333
C -0.47780 -0.81809 -1.39757
C -0.52040 -0.34406 0.08190
C -1.92332 -0.50022 0.57740
O 2.16659 -1.32880 0.22974
H 1.91695 0.71779 -0.30249
H 1.65269 2.10427 0.75877
H 1.53118 0.40535 1.39629
H -0.45648 1.46437 1.17337
H 1.48588 0.03687 -1.91703
H 0.12374 0.97392 -2.36649
H 0.46407 -0.46066 -3.33075
H -0.31218 -1.88943 -1.48797
H -1.44460 -0.46106 -1.78547
H 0.25408 -0.93635 0.64709
H -1.95822 -0.30384 1.65552
H -2.23972 -1.55674 0.56275
H 2.53571 -1.95618 0.86672
H -2.65916 0.11697 0.06840
H -1.01147 1.30845 3.51535
O -0.87427 1.38108 2.56903
```

Properties
Molar mass = 121.18 Da
Gap between HOMO and LUMO = 4.561 eV
Total charge = 0
Lowest unoccupied orbital energy = -4.3 eV

=====

The structures above, arranged from the most stable to the least stable: version one, version two, version three, version four.